Density functional theory data (wB97M-V/def2-TZVPD) for a molecular structure, C34H70FN3O13S.

ORCA input file:
```
! wB97M-V def2-TZVPD RIJCOSX def2/J DEFGRID3
* xyz 0 1
C -2.129 -2.426 0.017
N -1.993 -2.755 -1.401
C -2.927 -2.006 -2.241
C -0.648 -2.773 -1.833
O 0.094 -3.675 -1.517
C -0.092 -1.574 -2.596
C 0.596 -0.691 -1.581
C 1.830 -1.130 -0.989
C 2.488 -0.399 -0.058
C 1.917 0.830 0.342
N 2.401 1.691 1.253
S 1.364 2.896 1.343
N 0.267 2.456 0.267
C 0.689 1.281 -0.219
C 0.049 0.482 -1.193
F -1.112 0.914 -1.705
H -3.039 -2.879 0.411
H -2.184 -1.344 0.182
H -1.287 -2.834 0.572
H -2.907 -0.928 -2.051
H -3.924 -2.393 -2.042
H -2.702 -2.199 -3.287
H 0.629 -1.926 -3.331
H -0.858 -1.013 -3.119
H 2.212 -2.092 -1.300
H 3.412 -0.753 0.375
C 5.791 -6.839 0.560
O 4.387 -6.763 0.372
C 3.768 -5.723 1.107
C 3.532 -4.481 0.275
O 4.740 -3.883 -0.173
C 5.094 -4.245 -1.495
H 6.199 -7.430 -0.258
H 6.256 -5.850 0.549
H 6.028 -7.344 1.501
H 4.361 -5.477 1.994
H 2.797 -6.098 1.444
H 3.022 -3.739 0.897
H 2.880 -4.708 -0.574
H 4.509 -3.672 -2.224
H 4.944 -5.311 -1.677
H 6.149 -4.008 -1.629
C -1.498 5.130 -0.482
O -1.289 5.645 0.824
C -1.219 7.060 0.870
C -2.535 7.699 1.256
O -3.565 7.460 0.308
C -4.410 6.378 0.648
H -1.844 4.104 -0.380
H -2.239 5.710 -1.034
H -0.559 5.127 -1.044
H -0.880 7.449 -0.094
H -0.476 7.319 1.630
H -2.392 8.782 1.309
H -2.845 7.354 2.249
H -5.141 6.681 1.407
H -3.842 5.522 1.019
H -4.943 6.081 -0.254
C -7.392 -3.537 -2.152
O -6.451 -2.812 -1.378
C -6.896 -1.516 -1.013
C -7.471 -1.471 0.387
O -8.635 -2.265 0.524
C -8.393 -3.546 1.077
H -7.116 -4.589 -2.101
H -8.407 -3.416 -1.771
H -7.359 -3.215 -3.199
H -7.629 -1.146 -1.736
H -6.025 -0.853 -1.048
H -7.755 -0.438 0.609
H -6.712 -1.775 1.116
H -8.280 -3.481 2.164
H -7.500 -4.009 0.652
H -9.256 -4.169 0.850
C 5.994 -10.884 0.756
O 7.040 -10.066 1.251
C 8.131 -10.794 1.787
C 9.270 -10.945 0.800
O 8.905 -11.698 -0.343
C 8.542 -10.904 -1.458
H 5.383 -10.269 0.096
H 6.378 -11.737 0.194
H 5.367 -11.246 1.577
H 7.801 -11.777 2.136
H 8.498 -10.235 2.653
H 10.086 -11.480 1.293
H 9.644 -9.959 0.504
H 9.434 -10.521 -1.965
H 7.906 -10.065 -1.169
H 7.993 -11.542 -2.149
C -0.781 8.364 -5.890
O -1.975 8.917 -5.367
C -2.790 7.977 -4.688
C -2.599 8.012 -3.187
O -1.285 7.644 -2.797
C -0.438 8.754 -2.558
H -0.102 9.189 -6.101
H -0.304 7.685 -5.181
H -0.981 7.826 -6.823
H -2.604 6.967 -5.069
H -3.831 8.234 -4.909
H -3.283 7.290 -2.731
H -2.851 9.001 -2.793
H -0.642 9.193 -1.575
H -0.557 9.526 -3.321
H 0.590 8.394 -2.575
C 1.271 5.699 4.373
O 0.003 6.103 3.890
C -0.993 5.095 3.999
C -1.853 5.278 5.231
O -1.122 5.155 6.440
C -0.731 6.395 6.999
H 1.858 6.597 4.564
H 1.190 5.126 5.299
H 1.786 5.099 3.616
H -0.533 4.101 3.999
H -1.622 5.167 3.109
H -2.617 4.495 5.237
H -2.364 6.246 5.193
H -1.570 6.863 7.526
H -0.358 7.084 6.238
H 0.065 6.196 7.716
*
```

* lowest unoccupied orbital energy: -0.55 eV
* HOMO-LUMO gap: 8.444 eV

Density functional theory data (wB97M-V/def2-TZVPD) for 2 unconnected molecules or ions with the total composition C2H3NS3.

ORCA input file:
```
! wB97M-V def2-TZVPD RIJCOSX def2/J DEFGRID3
* xyz 0 1
C 0.888 -0.167 2.059
C -0.722 1.150 -1.104
N 0.105 -1.172 -0.816
S -0.409 0.412 2.733
S 2.332 -0.734 1.691
S -0.948 -0.434 -1.604
H -1.349 1.811 -1.639
H -0.001 1.351 -0.342
H 0.106 -2.219 -0.979
*
```

* lowest unoccupied orbital energy: -0.13 eV
* HOMO-LUMO gap: 8.397 eV

Density functional theory data (wB97M-V/def2-TZVPD) for a molecular structure, C14H44F2FeN17O24S5.

ORCA input file:
```
! wB97M-V def2-TZVPD RIJCOSX def2/J DEFGRID3
* xyz 1 9
Fe -12.931 16.236 14.004
N -12.494 15.838 15.890
S -11.529 15.047 16.898
O -12.108 13.925 17.639
O -10.390 15.785 17.396
F -10.798 14.214 15.719
S -13.178 16.578 17.293
O -12.577 17.805 17.771
O -14.097 15.817 18.145
F -14.361 17.238 16.404
C -17.681 13.541 18.191
O -18.079 14.087 17.164
N -16.342 13.288 18.341
N -18.395 13.003 19.173
H -15.946 12.814 19.134
H -15.691 13.611 17.645
H -17.962 12.518 19.936
H -19.398 13.053 19.092
C -12.137 13.164 12.930
O -12.519 14.129 13.603
N -12.589 11.916 13.108
N -11.363 13.292 11.847
H -13.205 11.801 13.895
H -12.461 11.163 12.457
H -10.868 14.150 11.675
H -11.117 12.415 11.421
C -13.245 19.569 14.425
O -13.301 18.358 14.116
N -12.513 19.923 15.472
N -13.914 20.590 13.853
H -12.604 20.897 15.709
H -11.901 19.303 15.976
H -13.519 21.483 14.082
H -14.689 20.408 13.240
C -9.746 16.712 13.690
O -10.989 16.710 13.648
N -9.005 16.604 14.773
N -9.018 16.823 12.555
H -8.005 16.643 14.863
H -9.522 16.264 15.579
H -8.076 16.490 12.653
H -9.536 16.917 11.698
C -15.514 18.866 20.152
O -15.161 19.882 19.565
N -15.804 17.716 19.509
N -15.663 18.703 21.492
H -15.959 16.839 19.976
H -15.681 17.536 18.528
H -15.508 19.487 22.103
H -15.692 17.762 21.834
C -15.940 14.984 14.260
O -14.941 15.656 14.007
N -15.982 13.630 14.326
N -17.176 15.500 14.256
H -16.868 13.229 14.588
H -15.180 13.078 14.579
H -18.037 14.983 14.272
H -17.302 16.488 14.105
C -9.371 17.470 20.897
O -8.508 18.356 20.998
N -9.139 16.224 21.338
N -10.558 17.640 20.338
H -9.792 15.474 21.181
H -8.219 16.002 21.676
H -10.839 18.533 19.972
H -11.060 16.799 20.061
C -12.848 14.760 21.080
O -12.207 15.572 20.430
N -12.547 14.278 22.310
N -14.046 14.328 20.635
H -13.220 14.051 23.020
H -11.654 14.624 22.632
H -14.646 13.978 21.362
H -14.303 14.785 19.770
C -7.135 11.638 20.276
C -6.242 11.509 19.031
O -6.429 12.715 18.244
S -7.786 13.579 18.659
O -8.747 13.613 17.546
O -7.285 14.877 19.119
O -8.227 12.388 19.912
H -6.613 12.243 21.036
H -7.323 10.773 20.919
H -6.600 10.672 18.430
H -5.190 11.419 19.288
C -7.624 19.003 18.922
C -8.433 18.105 17.895
O -7.881 18.419 16.609
S -7.461 19.993 16.595
O -8.650 20.815 16.607
O -6.361 20.293 15.707
O -6.825 19.833 18.097
H -6.933 18.355 19.456
H -8.296 19.536 19.589
H -9.504 18.286 17.973
H -8.181 17.047 17.948
C -11.406 11.548 20.261
C -12.461 11.248 19.197
O -12.619 9.862 19.516
S -11.175 9.130 19.564
O -10.720 8.848 18.246
O -11.049 8.158 20.642
O -10.498 10.510 20.132
H -11.907 11.836 21.189
H -10.876 12.476 20.029
H -11.966 11.464 18.249
H -13.370 11.829 19.318
*
```

* lowest unoccupied orbital energy (alpha / beta): -2.56 / -6.19 eV
* HOMO-LUMO gap (alpha / beta): 5.348 / 4.303 eV

Taking the records one at a time from the top gives maximum force values of 0.931 4.023 7.359 eV/A.